Record 1
The following is a quantum chemistry calculation of C36H33F4LaN7O7S3Si as an isolated structure at a distorted geometry, from the Open Molecules 2025 dataset.

The total charge is -1. The value obtained for the molecular weight is 1014.9 g mol⁻¹. For the LUMO energy, the calculation gives 2.2 eV. Its energy above the lowest of the compared OMol25 structures with the same formula, charge and spin is 20.11 kcal per mole.

Atoms and positions in Å:
La1 -0.45 -0.23 -0.37
O1 -0.98 -3.47 5.42
C1 -0.82 -2.88 4.21
C2 -1.51 -3.31 3.08
C3 -1.30 -2.63 1.89
N1 -0.48 -1.59 1.80
C4 0.22 -1.22 2.87
C5 0.09 -1.84 4.10
C6 1.28 -0.16 2.56
O2 1.99 0.26 3.48
O3 1.34 0.15 1.33
C7 -1.91 -3.08 0.56
O4 -2.89 -3.82 0.59
O5 -1.29 -2.62 -0.45
H1 -1.64 -4.17 5.35
H2 -2.21 -4.14 3.10
H3 0.69 -1.51 4.93
C8 0.56 2.08 -4.70
Si1 -0.67 0.90 -3.86
C9 -1.87 2.08 -3.02
C10 -1.65 -0.06 -5.20
N2 0.11 -0.20 -2.75
C11 1.11 -1.01 -3.16
C12 1.55 -1.18 -4.50
C13 2.62 -1.97 -4.85
C14 3.35 -2.67 -3.90
C15 2.94 -2.58 -2.58
C16 1.87 -1.79 -2.25
F1 1.51 -1.75 -0.89
H4 0.04 2.83 -5.30
H5 1.27 1.57 -5.35
H6 1.14 2.61 -3.94
H7 -2.37 2.69 -3.78
H8 -1.33 2.76 -2.35
H9 -2.64 1.58 -2.44
H10 -2.68 0.30 -5.27
H11 -1.68 -1.12 -4.94
H12 -1.19 0.03 -6.18
H13 1.00 -0.66 -5.27
H14 2.90 -2.05 -5.90
H15 4.20 -3.28 -4.17
H16 3.43 -3.15 -1.79
O6 -1.65 4.27 0.61
C17 -2.97 4.11 0.84
C18 -3.70 5.23 1.23
C19 -5.06 5.14 1.44
C20 -5.72 3.92 1.29
C21 -5.00 2.81 0.92
C22 -3.62 2.88 0.68
C23 -2.88 1.69 0.18
O7 -1.61 1.77 -0.05
N3 -3.61 0.64 -0.07
N4 -2.93 -0.40 -0.72
C24 -3.79 -1.26 -1.16
S1 -3.41 -2.57 -2.24
C25 -5.16 -2.83 -2.72
C26 -5.97 -2.65 -1.46
S2 -5.49 -1.02 -0.78
H17 -1.33 3.39 0.29
H18 -3.18 6.18 1.34
H19 -5.62 6.03 1.72
H20 -6.78 3.85 1.46
H21 -5.47 1.84 0.79
H22 -5.23 -3.84 -3.12
H23 -5.43 -2.10 -3.48
H24 -5.71 -3.40 -0.72
H25 -7.04 -2.64 -1.64
F2 0.31 4.97 6.13
C27 0.97 3.82 5.83
F3 2.25 4.16 5.62
F4 0.94 3.07 6.95
C28 0.35 3.13 4.65
C29 0.87 3.29 3.38
C30 0.24 2.62 2.34
N5 -0.81 1.82 2.51
C31 -1.31 1.71 3.73
C32 -0.79 2.36 4.84
H26 1.74 3.90 3.19
H27 0.62 2.72 1.33
H28 -2.20 1.09 3.82
H29 -1.24 2.25 5.82
S3 1.82 2.09 -1.23
C33 3.00 1.67 -0.13
N6 3.71 0.51 -0.34
C34 4.49 -0.03 0.61
C35 4.74 0.66 1.74
C36 4.14 1.94 1.84
N7 3.34 2.44 0.93
H30 3.45 -0.02 -1.17
H31 4.90 -1.01 0.41
H32 5.32 0.25 2.55
H33 4.35 2.57 2.70

***

Record 2
The following is a quantum chemistry calculation of one molecule with the formula C4H4O, from the Open Molecules 2025 dataset.

Its SMILES is C#CCC=O. The value obtained for the molecular weight is 68.1 g mol⁻¹. For the LUMO energy, the calculation gives 0.9 eV. Its energy above the lowest of the compared OMol25 structures with the same formula, charge and spin is 52.76 kcal per mole.

Atoms and positions in Å:
C1 -0.80 0.45 1.44
C2 -0.96 0.37 0.25
C3 -0.33 -0.05 -1.01
C4 0.97 -0.34 -0.20
O1 1.87 0.44 -0.08
H1 -0.64 0.58 2.49
H2 -0.84 -0.90 -1.48
H3 -0.18 0.75 -1.74
H4 0.91 -1.30 0.34

***

Record 3
The following is a quantum chemistry calculation of a 2-piece molecular cluster, C5H12N2O2 overall at a distorted geometry, from the Open Molecules 2025 dataset.

Its SMILES is [H]/N=C\NCCCC=O.O. The value obtained for the molecular weight is 132.2 g mol⁻¹. For the LUMO energy, the calculation gives 0.6 eV. Its energy above the lowest of the compared OMol25 structures with the same formula, charge and spin is 52.54 kcal per mole.

Atoms and positions in Å:
H1 -0.57 2.52 -1.89
N1 -0.63 2.71 -0.90
C1 0.29 2.25 -0.17
N2 1.34 1.43 -0.55
C2 1.96 0.42 0.34
C3 1.38 -0.98 0.11
C4 -0.15 -1.01 -0.05
C5 -0.86 -2.33 -0.05
O1 -1.93 -2.53 0.48
H2 0.37 2.56 0.88
H3 1.21 1.09 -1.49
H4 1.61 0.70 1.33
H5 3.02 0.44 0.09
H6 1.81 -1.57 -0.69
H7 1.67 -1.56 1.01
H8 -0.31 -0.50 -1.01
H9 -0.75 -0.42 0.64
H10 -0.42 -3.17 -0.62
O2 -3.29 0.00 1.09
H11 -3.01 -0.78 0.59
H12 -2.73 0.75 0.85

***

Record 4
The following is a quantum chemistry calculation of C28H22N13ReS as an isolated structure, from the Open Molecules 2025 dataset.

The total charge is +1. The multiplicity is 4. As for the expectation value of S²: 3.772. The value obtained for the molecular weight is 758.8 g mol⁻¹. For the LUMO energy (alpha / beta), the calculation gives -4.0 / -4.9 eV. Its energy above the lowest of the compared OMol25 structures with the same formula, charge and spin is 31.61 kcal per mole.

Atoms and positions in Å:
Re1 -0.63 -0.11 0.39
C1 -2.28 0.85 4.22
C2 -1.52 1.94 4.64
C3 -0.33 2.21 4.01
C4 0.09 1.44 2.93
N1 -0.70 0.42 2.47
C5 -1.85 0.14 3.14
N2 1.35 1.74 2.43
C6 1.88 1.21 1.42
N3 1.31 0.25 0.58
C7 2.29 -0.38 -0.14
N4 2.19 -1.52 -0.74
C8 1.19 -2.41 -0.45
C9 1.37 -3.73 -0.91
C10 0.54 -4.74 -0.49
C11 -0.49 -4.45 0.41
C12 -0.67 -3.15 0.78
N5 0.10 -2.12 0.32
C13 3.53 0.39 0.02
C14 4.76 0.28 -0.59
C15 5.74 1.19 -0.20
C16 5.50 2.15 0.78
C17 4.26 2.24 1.41
C18 3.28 1.35 1.00
H1 -3.22 0.59 4.69
H2 -1.85 2.56 5.47
H3 0.31 3.04 4.28
H4 -2.44 -0.69 2.77
H5 2.22 -3.91 -1.55
H6 0.71 -5.75 -0.83
H7 -1.13 -5.22 0.81
H8 -1.46 -2.88 1.47
H9 4.95 -0.46 -1.35
H10 6.72 1.15 -0.67
H11 6.28 2.84 1.06
H12 4.05 2.98 2.17
S1 1.36 3.56 -0.81
C19 0.89 4.18 0.66
N6 0.53 4.56 1.70
N7 -0.16 0.69 -3.71
C20 -0.05 0.86 -2.40
N8 -0.53 -0.19 -1.74
C21 -0.98 -1.11 -2.71
C22 -1.57 -2.37 -2.59
C23 -1.91 -3.02 -3.77
C24 -1.69 -2.44 -5.02
C25 -1.11 -1.19 -5.14
C26 -0.75 -0.55 -3.96
H13 0.15 1.35 -4.40
H14 0.36 1.75 -1.91
H15 -1.73 -2.84 -1.63
H16 -2.37 -4.00 -3.71
H17 -1.99 -2.98 -5.91
H18 -0.93 -0.74 -6.11
N9 -3.82 0.14 0.70
N10 -2.84 -0.73 0.11
H19 -4.73 -0.08 0.33
H20 -3.58 1.09 0.44
H21 -2.97 -0.83 -0.89
H22 -3.01 -1.64 0.52
N11 -1.34 1.72 0.19
C27 -1.85 2.73 0.59
N12 -2.38 3.78 0.90
C28 -3.17 4.23 1.86
N13 -3.89 4.64 2.67